No. 1
ORCA calculation (ωB97M-V with the def2-TZVPD basis set) on a cluster of 2 separate species, C4H9O3 in total at a distorted geometry.

Summary:
Net charge: -1
Energy (hartree): -383.591062
HOMO (eV): -4.4
Kohn-Sham gap (eV): 8.3723

Each line ends with the natural charge from an NBO analysis.
CARTESIAN COORDINATES (ANGSTROEM)
C1 0.939 -1.277 -0.595  -0.06
C2 0.825 -2.093 0.689  -0.64
O1 1.707 -0.113 -0.391  -0.76
H1 1.379 -1.847 -1.415  0.15
H2 -0.090 -1.002 -0.863  0.15
H3 1.807 -2.470 1.010  0.19
H4 1.210 0.378 0.311  0.51
H5 0.217 -3.000 0.710  0.19
H6 0.509 -1.411 1.484  0.23
C3 -1.345 1.955 -0.731  -0.74
C4 -1.091 1.597 0.732  0.77
O2 -2.093 1.443 1.459  -0.76
O3 0.116 1.500 1.052  -0.82
H7 -0.702 1.397 -1.422  0.20
H8 -1.020 2.983 -0.924  0.20
H9 -2.369 1.960 -1.107  0.19

Forces on the atoms, in the same order (eV/Å):
-0.528 -0.086 0.272
1.032 -0.233 0.783
-0.016 -0.581 0.196
0.023 -0.005 -0.003
0.018 0.009 -0.326
0.104 0.279 -0.173
0.058 0.651 -0.375
-0.461 0.304 -0.486
-0.249 -0.151 -0.062
0.359 0.806 -1.218
-1.094 -0.210 0.020
0.186 0.065 -0.017
0.668 -0.204 0.371
-0.111 -0.283 0.229
0.169 0.128 0.348
-0.158 -0.488 0.439

***

No. 2
ORCA calculation (ωB97M-V with the def2-TZVPD basis set) on an isolated molecule of C4H9O3P at a distorted geometry.

Summary:
Energy (hartree): -724.795985
HOMO (alpha / beta) (eV): -9.5 / -8.1
Kohn-Sham gap (alpha / beta) (eV): 8.5969 / 6.2831

Each line ends with the natural charge from an NBO analysis.
CARTESIAN COORDINATES (ANGSTROEM)
C1 0.000 0.707 -1.076  -0.06
C2 -0.896 1.225 0.217  0.07
C3 -2.163 0.325 0.266  -0.65
C4 1.434 -1.719 0.568  -1.01
O1 3.657 0.003 -0.038  -0.99
O2 1.376 0.645 -0.954  -0.76
O3 -0.248 1.271 1.355  -0.54
P1 2.228 -0.100 0.165  1.98
H1 -0.381 -0.280 -1.341  0.17
H2 -0.192 1.411 -1.886  0.21
H3 -1.203 2.241 -0.113  0.15
H4 -2.019 -0.650 -0.194  0.19
H5 -2.999 0.817 -0.221  0.21
H6 -2.414 0.170 1.312  0.23
H7 0.699 -1.558 1.354  0.28
H8 0.930 -2.093 -0.322  0.25
H9 2.191 -2.418 0.906  0.27

Forces on the atoms, in the same order (eV/Å):
-0.941 0.072 0.056
-0.780 -0.026 -1.250
0.256 0.234 0.076
0.229 0.485 -0.187
1.033 -0.179 -0.013
0.902 -0.103 0.210
1.801 -0.652 0.506
-2.573 0.432 0.671
-0.009 -0.012 0.032
-0.030 -0.139 0.065
0.148 -0.110 0.080
0.031 -0.133 -0.035
-0.169 0.001 -0.121
-0.080 0.044 0.072
0.003 0.135 -0.018
0.040 -0.038 -0.111
0.139 -0.012 -0.033

***

- Which of these has the lowest energy?
  C4H9O3P

***

- Which of these has the lowest energy?
  C4H9O3P